# 1
{"formula": "C5H12O2", "method": "ωB97M-V/def2-TZVPD", "lumo_energy_ev": 0.713, "gap_ev": 10.64, "spin_multiplicity": 1, "charge": 0, "smiles": "CC[C@@H](O)CCO", "homo_energy_ev": -9.9, "species": ["C", "C", "C", "O", "C", "C", "O", "H", "H", "H", "H", "H", "H", "H", "H", "H", "H", "H", "H"], "coordinates": [[2.582, -0.320, 0.634], [1.448, 0.146, -0.272], [0.117, -0.552, -0.020], [-0.241, -0.322, 1.344], [-0.961, -0.055, -1.017], [-2.264, 0.458, -0.406], [-2.125, 1.666, 0.314], [3.533, 0.134, 0.333], [2.383, -0.048, 1.674], [2.705, -1.409, 0.588], [1.711, -0.022, -1.326], [1.285, 1.225, -0.157], [0.271, -1.635, -0.161], [-0.928, -0.958, 1.574], [-1.215, -0.864, -1.717], [-0.546, 0.760, -1.621], [-2.737, -0.319, 0.214], [-2.959, 0.666, -1.228], [-2.058, 1.450, 1.250]]}

---

# 2
{"formula": "C36H37Br2F4KN6P", "method": "ωB97M-V/def2-TZVPD", "lumo_energy_ev": -2.820, "gap_ev": 7.84, "spin_multiplicity": 1, "charge": 1, "homo_energy_ev": -10.7, "species": ["K", "N", "C", "C", "N", "C", "C", "N", "C", "C", "N", "H", "H", "H", "H", "H", "H", "H", "H", "H", "H", "H", "H", "H", "H", "H", "H", "H", "H", "Br", "C", "C", "C", "C", "C", "C", "N", "C", "C", "C", "C", "C", "C", "N", "H", "H", "H", "H", "H", "H", "H", "H", "H", "F", "C", "C", "F", "C", "F", "C", "P", "C", "C", "C", "C", "C", "C", "C", "C", "C", "C", "C", "C", "C", "Br", "C", "F", "H", "H", "H", "H", "H", "H", "H", "H", "H", "H"], "coordinates": [[0.322, 0.717, -0.215], [0.453, 3.348, -0.381], [0.195, 4.000, 0.909], [0.541, 3.067, 2.062], [-0.131, 1.766, 2.015], [0.550, 0.832, 2.925], [1.784, 0.144, 2.332], [1.391, -0.987, 1.473], [-1.574, 1.865, 2.271], [-2.466, 1.949, 1.029], [-2.257, 0.797, 0.133], [1.455, 3.220, -0.508], [0.143, 3.946, -1.137], [-0.858, 4.277, 0.959], [0.767, 4.923, 1.046], [0.317, 3.585, 3.007], [1.622, 2.891, 2.041], [-0.145, 0.038, 3.201], [0.837, 1.340, 3.856], [2.419, -0.165, 3.166], [2.372, 0.836, 1.720], [0.908, -1.678, 2.039], [2.224, -1.450, 1.123], [-1.805, 2.728, 2.911], [-1.889, 0.974, 2.820], [-2.272, 2.856, 0.459], [-3.493, 2.007, 1.401], [-2.889, 0.876, -0.656], [-2.526, -0.052, 0.626], [-2.609, -0.419, -6.943], [-1.279, 0.068, -5.692], [-1.466, -0.226, -4.351], [-0.497, 0.152, -3.439], [0.672, 0.785, -3.851], [0.833, 1.088, -5.202], [-0.140, 0.730, -6.122], [1.597, 1.137, -2.845], [2.837, 1.184, -3.085], [3.820, 1.624, -2.072], [5.138, 1.823, -2.462], [6.058, 2.276, -1.530], [5.631, 2.511, -0.236], [4.296, 2.274, 0.067], [3.402, 1.839, -0.817], [-2.362, -0.738, -4.025], [-0.628, -0.057, -2.384], [1.704, 1.637, -5.539], [-0.020, 0.974, -7.169], [3.255, 0.910, -4.059], [5.435, 1.630, -3.486], [7.090, 2.444, -1.810], [6.313, 2.866, 0.524], [3.930, 2.441, 1.076], [-2.568, -7.703, -0.626], [-2.496, -6.542, 0.002], [-2.993, -6.417, 1.284], [-3.541, -7.462, 1.885], [-2.908, -5.200, 1.931], [-3.378, -5.144, 3.174], [-2.348, -4.076, 1.333], [-2.328, -2.440, 2.190], [-4.074, -2.354, 2.764], [-4.526, -2.540, 4.066], [-5.874, -2.388, 4.366], [-6.783, -2.059, 3.372], [-6.344, -1.888, 2.066], [-4.996, -2.025, 1.768], [-1.292, -2.785, 3.659], [-0.303, -3.770, 3.620], [0.599, -3.910, 4.667], [0.538, -3.062, 5.763], [-0.426, -2.063, 5.802], [-1.326, -1.919, 4.755], [-1.828, -4.237, 0.045], [-0.915, -2.861, -0.879], [-1.905, -5.455, -0.610], [-1.407, -5.612, -1.833], [-3.840, -2.842, 4.846], [-6.214, -2.547, 5.383], [-7.832, -1.943, 3.612], [-7.050, -1.644, 1.282], [-4.660, -1.904, 0.742], [-0.235, -4.442, 2.773], [1.346, -4.693, 4.625], [1.236, -3.180, 6.582], [-0.477, -1.389, 6.649], [-2.063, -1.126, 4.802]]}